(1)
A molecular structure, C23H20N4OReS3. Source: the OMol25 dataset; level of theory: wB97M-V/def2-TZVPD.

```
52
Properties=species:S:1:pos:R:3:forces:R:3:nbo_charge:R:1
Re -0.3353 -0.0851 0.1226 -0.753 -0.410 -0.302 1.34
C 1.0119 3.2399 -2.2360 -0.068 -0.058 0.069 -0.69
C 0.3376 1.9914 -1.7820 0.041 -0.140 0.271 0.44
N 0.5577 1.5566 -0.5430 -0.082 0.146 -0.283 -0.35
N 1.4998 2.2620 0.1995 0.293 -0.136 0.009 -0.32
C 2.0126 1.5850 1.1633 -0.515 -0.028 0.072 -0.08
S 1.3302 -0.0735 1.5211 0.495 0.404 0.123 0.13
S 3.3011 2.2602 2.0698 0.085 0.062 -0.022 0.44
C 3.3142 1.3227 3.6401 0.053 -0.066 -0.018 -0.56
C 2.5136 1.9620 4.7395 0.074 0.011 -0.020 0.02
C 3.1781 2.5115 5.8275 0.053 0.044 0.079 -0.22
C 2.4675 3.1092 6.8613 0.072 -0.011 -0.001 -0.18
C 1.0851 3.1629 6.8126 -0.057 -0.022 -0.051 -0.19
C 0.4128 2.6160 5.7251 0.009 -0.007 0.008 -0.19
C 1.1252 2.0198 4.6966 -0.187 -0.025 -0.070 -0.26
C -0.4634 1.1853 -2.6958 0.211 0.111 0.061 -0.24
C -1.0366 1.7940 -3.8325 0.035 0.050 0.069 -0.13
C -1.6819 1.0564 -4.7930 -0.032 -0.229 -0.024 -0.20
C -1.7317 -0.3394 -4.6812 -0.003 0.170 -0.012 -0.10
C -1.1796 -0.9740 -3.5864 -0.143 -0.288 -0.144 -0.27
C -0.5765 -0.2265 -2.5966 0.182 0.338 0.321 0.37
O -0.0724 -0.9074 -1.5069 0.097 -0.015 -0.334 -0.60
H 2.0835 3.1488 -2.0616 0.043 -0.016 0.001 0.29
H 0.8397 3.4397 -3.2859 0.002 -0.002 0.010 0.25
H 0.6818 4.0820 -1.6235 0.008 -0.006 0.010 0.28
H 3.0307 0.2906 3.4406 -0.013 -0.009 0.008 0.23
H 4.3714 1.3034 3.9005 0.018 -0.005 0.005 0.26
H 4.2611 2.4724 5.8737 -0.045 0.010 -0.002 0.22
H 2.9987 3.5348 7.7028 -0.009 -0.017 -0.026 0.24
H 0.5310 3.6309 7.6154 0.003 -0.008 -0.017 0.23
H -0.6682 2.6618 5.6818 0.017 0.001 -0.002 0.21
H 0.5852 1.6058 3.8462 0.063 0.034 0.061 0.18
H -0.9839 2.8686 -3.9402 -0.013 -0.031 0.014 0.24
H -2.1304 1.5520 -5.6429 0.007 -0.025 0.004 0.25
H -2.2071 -0.9275 -5.4550 0.005 0.002 0.008 0.25
H -1.2055 -2.0508 -3.4750 -0.028 0.038 -0.042 0.26
N -1.2321 -1.4802 3.1677 0.007 -0.105 0.069 -0.72
C -2.1746 -0.8669 2.4787 0.014 0.089 -0.024 0.33
N -2.0111 -0.4191 1.2114 -0.057 0.308 -0.078 -0.68
C -3.2206 0.1865 0.7310 0.167 -0.166 0.093 0.18
C -3.4266 0.6941 -0.5404 0.038 0.015 -0.112 -0.28
C -4.6489 1.2854 -0.8236 -0.032 -0.011 0.042 -0.15
C -5.6548 1.3414 0.1392 0.021 0.003 -0.039 -0.17
C -5.4631 0.7966 1.3988 -0.049 -0.010 0.039 -0.17
C -4.2327 0.2232 1.6744 -0.006 -0.003 0.070 -0.24
S -3.7214 -0.5647 3.1542 -0.071 0.009 0.038 0.52
H -0.3457 -1.7214 2.7543 -0.019 0.009 0.011 0.43
H -1.4005 -1.7823 4.1151 0.008 0.000 0.005 0.44
H -2.6796 0.6150 -1.3266 -0.005 0.024 0.047 0.21
H -4.8294 1.6916 -1.8100 0.011 -0.016 0.027 0.24
H -6.6041 1.8001 -0.1024 0.023 -0.017 0.003 0.25
H -6.2535 0.8148 2.1383 0.034 0.004 -0.023 0.25
```
Positions in Å, forces in eV/Å.

Values from the calculation:
total energy: -66804.3620 eV
⟨S²⟩: 0.757
net charge: +2
2S+1: 2
HOMO level (spin up / spin down): -13.7 / -13.7 eV



(2)
A molecular structure, C23H21AlN3O6PS2. Source: the OMol25 dataset; level of theory: wB97M-V/def2-TZVPD.

```
57
Properties=species:S:1:pos:R:3:forces:R:3:nbo_charge:R:1
Al -1.1356 -0.0018 -0.7588 0.007 -0.022 -0.211 1.99
O -1.4109 -1.7816 -1.1551 -0.034 -0.065 -0.079 -1.03
S -0.8174 -1.6263 -2.5536 -0.113 0.068 0.023 2.38
O -1.6287 -2.0768 -3.6133 0.061 -0.063 -0.066 -0.83
O -0.5237 -0.1361 -2.4963 0.067 -0.055 -0.009 -1.02
C 0.7516 -2.3972 -2.5658 0.004 0.005 0.043 -0.36
C 0.9319 -3.3667 -3.5393 0.064 -0.019 0.031 -0.14
C 2.1648 -3.9927 -3.6701 -0.054 0.017 -0.006 -0.16
C 3.2035 -3.6314 -2.8350 0.009 0.011 0.016 -0.17
C 3.0148 -2.6541 -1.8654 -0.004 0.010 -0.003 -0.11
C 1.7881 -2.0163 -1.7005 -0.001 0.023 0.006 -0.38
P 1.8996 -0.8714 -0.2706 -0.031 0.126 -0.016 1.76
C 3.1613 0.2971 -0.7607 -0.001 -0.058 -0.076 -0.38
C 2.9077 0.8815 -2.0090 0.018 -0.017 -0.003 -0.21
C 3.7627 1.8435 -2.5118 0.002 -0.006 0.023 -0.18
C 4.8811 2.2248 -1.7816 -0.010 -0.004 -0.004 -0.15
C 5.1358 1.6511 -0.5467 -0.022 -0.014 0.013 -0.20
C 4.2781 0.6918 -0.0285 -0.009 0.004 0.056 -0.18
C 2.1685 -1.9851 1.1085 0.011 -0.054 -0.042 -0.35
C 1.2152 -3.0089 1.1905 0.017 0.026 -0.018 -0.23
C 1.2910 -3.9476 2.2018 0.004 0.016 -0.001 -0.18
C 2.3233 -3.8829 3.1298 0.001 0.005 -0.002 -0.16
C 3.2686 -2.8739 3.0501 -0.008 0.021 -0.009 -0.20
C 3.1933 -1.9184 2.0456 -0.001 0.057 0.019 -0.19
H 0.1100 -3.6169 -4.1934 -0.036 -0.012 -0.037 0.27
H 2.3067 -4.7489 -4.4287 -0.009 -0.015 -0.014 0.25
H 4.1708 -4.1044 -2.9299 0.016 0.002 0.000 0.25
H 3.8510 -2.3923 -1.2275 0.011 0.006 0.015 0.23
H 2.0467 0.5827 -2.5965 -0.011 -0.004 -0.003 0.23
H 3.5633 2.2886 -3.4756 -0.011 0.014 -0.035 0.24
H 5.5556 2.9692 -2.1794 0.027 0.028 -0.013 0.24
H 6.0060 1.9479 0.0204 0.028 0.006 0.019 0.24
H 4.5037 0.2756 0.9390 -0.015 -0.017 0.012 0.21
H 0.4232 -3.0861 0.4530 -0.019 0.001 -0.011 0.23
H 0.5574 -4.7386 2.2575 -0.033 -0.037 -0.005 0.24
H 2.3931 -4.6271 3.9099 0.004 -0.031 0.037 0.24
H 4.0738 -2.8267 3.7689 0.032 0.002 0.022 0.24
H 3.9380 -1.1408 2.0186 0.010 0.001 -0.020 0.22
O 0.4029 0.0746 1.5570 0.097 0.140 -0.079 -0.52
N 0.5031 0.0022 0.1108 -0.140 -0.150 0.060 -0.92
O -4.2383 1.8620 0.3099 -0.107 -0.114 0.140 -0.59
C -3.6710 1.5622 -0.7111 0.307 0.593 -0.061 0.71
O -2.4629 1.0432 -0.7159 0.110 -0.056 0.073 -0.94
H -4.0683 1.8081 -1.7007 -0.114 -0.266 0.003 0.16
C -0.0346 0.8975 4.7426 0.044 -0.028 0.017 -0.42
N -1.1616 1.4651 4.0055 -0.172 0.017 -0.021 -0.27
C -1.8942 2.5503 4.4010 0.052 -0.023 0.034 -0.02
C -2.8608 2.7496 3.4642 -0.006 -0.027 -0.090 -0.02
N -2.6901 1.7992 2.5034 0.229 0.134 -0.050 -0.45
C -1.6512 1.0258 2.8345 -0.153 -0.127 -0.088 0.17
S -1.1113 -0.4280 2.0225 0.018 0.070 0.222 0.66
H -0.2463 0.9751 5.8052 0.030 0.001 -0.008 0.25
H 0.8744 1.4413 4.4961 0.004 -0.014 0.017 0.24
H 0.0734 -0.1498 4.4696 0.015 0.015 0.023 0.24
H -1.6702 3.0885 5.3042 -0.002 0.014 0.044 0.26
H -3.6424 3.4852 3.4057 -0.027 0.033 0.006 0.27
H -3.2481 1.7583 1.6117 -0.156 -0.166 0.108 0.48
```
Positions in Å, forces in eV/Å.

Values from the calculation:
total energy: -78492.0929 eV
net charge: +2
HOMO level: -14.8 eV



(3)
A molecular structure, C23H21Br2NO4PPtSSe. Source: the OMol25 dataset; level of theory: wB97M-V/def2-TZVPD.

```
55
Properties=species:S:1:pos:R:3:forces:R:3:nbo_charge:R:1
Pt -0.2192 -1.5908 0.4346 -0.091 0.054 -0.054 1.13
S 3.1865 0.2890 2.4993 -0.012 0.055 -0.037 0.51
C 3.8544 -0.7624 1.3244 -0.017 -0.038 0.025 -0.50
C 2.9021 -1.4040 0.5825 0.013 0.033 -0.044 0.29
C 1.5957 -1.0129 0.9770 0.040 -0.081 0.007 -0.11
C 1.6007 -0.1103 1.9995 -0.001 0.013 0.013 -0.34
C 0.3398 0.4041 2.4841 0.027 -0.034 -0.004 0.21
C 0.1626 1.3529 3.4799 -0.003 -0.002 0.003 -0.23
C -1.1194 1.7536 3.8051 0.001 -0.005 -0.006 -0.13
C -2.1998 1.1970 3.1339 -0.002 -0.003 0.006 -0.20
C -1.9614 0.2512 2.1601 0.003 0.005 0.007 0.06
N -0.7221 -0.1329 1.8378 -0.006 -0.054 0.036 -0.46
H 4.9252 -0.8629 1.2394 0.001 -0.011 0.006 0.25
H 4.0522 -2.4373 -0.5403 0.000 0.001 0.001 0.49
H 1.0259 1.7605 3.9876 0.000 0.005 -0.003 0.24
H -1.2775 2.4926 4.5789 0.000 0.001 0.000 0.24
H -3.2166 1.4805 3.3619 0.001 0.000 0.004 0.24
H -2.7692 -0.2226 1.6236 0.006 -0.001 0.004 0.23
Br -3.1496 -3.0118 3.1208 0.003 0.005 -0.009 0.08
C -3.0554 -3.8094 1.3939 -0.028 0.001 0.037 -0.50
Br -2.7760 -2.4866 -0.0289 -0.017 -0.022 -0.017 0.08
H -4.0077 -4.2625 1.1499 0.000 0.000 -0.010 0.24
H -2.2120 -4.4874 1.3153 0.011 -0.008 -0.003 0.29
C -0.8489 -1.0365 -2.7681 -0.002 -0.013 -0.012 -0.97
P -0.2358 -0.1077 -1.3485 -0.029 0.067 0.039 1.18
C 1.4081 0.4929 -1.7714 0.015 -0.058 -0.053 -0.44
C 2.0692 1.4012 -0.9418 0.016 0.022 0.052 -0.19
C 3.3486 1.8254 -1.2501 -0.004 0.009 0.016 -0.20
C 3.9896 1.3351 -2.3814 -0.012 -0.015 -0.021 -0.18
C 3.3472 0.4195 -3.1997 0.006 0.010 0.010 -0.22
C 2.0598 -0.0027 -2.8983 0.014 0.005 0.014 -0.11
C -1.3385 1.3149 -1.1441 -0.014 -0.019 -0.030 -0.32
C -0.8996 2.6345 -1.2130 -0.003 0.010 -0.022 -0.21
C -1.7994 3.6784 -1.0430 0.007 -0.006 -0.003 -0.19
C -3.1405 3.4168 -0.8143 -0.006 -0.002 0.002 -0.18
C -3.5908 2.1037 -0.7695 -0.002 0.000 -0.009 -0.20
C -2.6958 1.0607 -0.9320 0.000 0.024 0.000 -0.22
H -0.7386 -0.4446 -3.6760 0.000 -0.004 -0.009 0.26
H -1.9053 -1.2631 -2.6235 0.015 0.024 0.025 0.26
H -0.3047 -1.9788 -2.8355 0.003 0.004 -0.007 0.29
H 1.5941 1.7723 -0.0421 -0.021 0.004 -0.004 0.22
H 3.8479 2.5341 -0.6026 0.004 -0.002 -0.003 0.23
H 4.9901 1.6686 -2.6232 0.003 -0.004 0.002 0.23
H 3.8444 0.0294 -4.0775 0.001 0.005 -0.001 0.23
H 1.5840 -0.7278 -3.5433 -0.020 0.001 0.003 0.22
H 0.1345 2.8610 -1.4252 0.019 0.001 0.009 0.23
H -1.4479 4.6997 -1.1036 0.003 -0.001 0.001 0.23
H -3.8383 4.2334 -0.6867 -0.001 0.000 -0.002 0.23
H -4.6406 1.8916 -0.6158 -0.002 0.001 0.000 0.23
H -3.0714 0.0458 -0.9051 0.010 -0.004 0.005 0.21
O -0.0472 -3.1896 1.6970 0.073 0.010 -0.039 -1.05
Se 0.5753 -4.3343 0.5056 -0.070 0.092 0.006 1.92
O -0.6439 -5.3591 0.2798 0.020 -0.040 0.010 -1.01
O 0.3277 -3.0755 -0.7456 0.045 -0.033 0.042 -0.97
O 3.1075 -2.2867 -0.4219 0.003 0.000 0.018 -0.66
```
Positions in Å, forces in eV/Å.

Values from the calculation:
total energy: -262667.4373 eV
net charge: +1
HOMO level: -11.4 eV



(4)
A molecular structure, C23H21ClN7O2PdS. Source: the OMol25 dataset; level of theory: wB97M-V/def2-TZVPD.

```
56
Properties=species:S:1:pos:R:3:forces:R:3:nbo_charge:R:1
Pd -0.0663 -0.6080 0.0187 0.253 0.389 -0.044 1.16
O 1.2207 -4.0945 1.9698 0.075 0.060 0.043 -0.56
C 0.8012 -3.0157 1.6076 -0.227 -0.179 -0.091 0.63
N 0.9732 -2.4299 0.3800 0.021 0.243 -0.050 -0.65
C 1.6571 -2.9405 -0.6631 -0.029 0.040 0.043 0.28
C 2.2060 -4.2412 -0.7344 0.121 -0.159 -0.080 -0.27
C 2.9856 -4.5933 -1.8013 -0.061 -0.019 0.114 -0.16
C 3.2692 -3.6762 -2.8424 -0.022 0.083 -0.018 -0.16
C 2.7434 -2.4161 -2.8307 0.044 -0.031 -0.096 -0.26
C 1.8900 -2.0176 -1.7753 0.038 0.007 -0.020 0.19
N 1.3303 -0.7974 -1.6569 -0.080 -0.153 0.022 -0.66
C 1.8869 0.3582 -2.1665 0.113 -0.078 0.067 0.65
O 2.3897 0.5304 -3.2529 -0.012 -0.020 0.030 -0.55
C 1.8500 1.4656 -1.1336 0.033 0.082 -0.037 0.09
C 2.4343 2.6891 -1.4036 0.012 0.040 -0.017 -0.19
C 2.4448 3.6559 -0.4083 0.011 -0.011 -0.035 -0.14
C 1.8736 3.3641 0.8187 -0.021 -0.035 0.024 -0.23
C 1.3015 2.1146 1.0072 0.033 0.049 0.028 0.05
N 1.2983 1.1899 0.0537 -0.127 -0.090 0.068 -0.43
C -0.0371 -2.1793 2.5638 0.074 0.038 0.104 0.10
C -0.2467 -2.6620 3.8428 -0.017 0.003 0.050 -0.19
C -1.0035 -1.9095 4.7288 0.013 -0.024 -0.026 -0.14
C -1.5308 -0.7018 4.3046 0.009 0.012 -0.029 -0.23
C -1.2826 -0.2864 3.0052 -0.050 -0.008 0.073 0.05
N -0.5485 -1.0056 2.1600 0.003 -0.164 -0.047 -0.49
H 2.0204 -4.9296 0.0729 -0.005 -0.012 0.004 0.26
H 3.4056 -5.5895 -1.8489 -0.012 0.010 0.014 0.23
H 3.8992 -3.9895 -3.6642 -0.005 0.020 -0.005 0.23
H 2.9337 -1.7181 -3.6318 0.008 -0.013 -0.001 0.25
H 2.8745 2.8551 -2.3770 -0.008 -0.012 0.005 0.26
H 2.8987 4.6213 -0.5881 -0.003 -0.007 0.002 0.24
H 1.8679 4.0856 1.6235 0.001 -0.008 -0.003 0.24
H 0.8363 1.8410 1.9461 -0.011 -0.001 -0.008 0.22
H 0.1862 -3.6135 4.1148 0.004 -0.002 -0.003 0.26
H -1.1816 -2.2654 5.7348 0.003 0.002 -0.007 0.24
H -2.1322 -0.0884 4.9606 0.005 0.001 -0.008 0.24
H -1.6913 0.6345 2.6093 -0.006 0.013 -0.010 0.23
C -3.2328 4.9115 0.7057 -0.014 -0.015 -0.003 -0.60
C -3.7588 3.4750 0.6966 -0.003 0.049 -0.034 -0.45
C -2.9185 2.5642 -0.1340 0.095 -0.065 -0.132 0.09
N -2.2118 1.5993 0.3339 -0.124 0.074 0.096 -0.27
N -1.5094 0.9232 -0.6266 0.078 -0.115 0.042 -0.44
C -1.6770 1.3950 -1.8326 -0.125 0.231 -0.001 0.26
N -1.0631 0.9065 -2.9232 -0.083 -0.008 -0.090 -0.79
S -2.7677 2.7417 -1.8726 0.053 -0.096 0.101 0.37
H -3.8662 5.5410 1.3287 0.009 -0.006 -0.002 0.23
H -3.2239 5.3386 -0.2981 0.001 0.003 0.008 0.21
H -2.2169 4.9489 1.1002 -0.004 0.005 -0.005 0.21
H -4.7862 3.4532 0.3275 -0.002 -0.004 -0.001 0.23
H -3.7678 3.0584 1.7034 0.001 -0.006 0.007 0.24
H -0.4601 0.1030 -2.8382 -0.034 -0.051 0.038 0.43
H -1.1648 1.3417 -3.8212 -0.005 0.006 -0.005 0.42
Cl -2.4577 -2.4405 -0.2972 -0.088 0.020 0.268 0.08
C -1.6507 -2.4203 -1.7797 0.064 -0.090 -0.289 -0.43
H -2.1459 -1.9174 -2.5941 0.007 0.001 -0.019 0.20
H -0.8789 -3.1595 -1.9223 -0.001 0.002 -0.034 0.20
```
Positions in Å, forces in eV/Å.

Values from the calculation:
total energy: -65547.7627 eV
⟨S²⟩: 6.029
net charge: +1
2S+1: 5
HOMO level (spin up / spin down): -10.5 / -11.3 eV